Entry from the Open Molecules 2025 dataset: a 19-piece molecular cluster, C16H73N3O17 overall at a distorted geometry (ωB97M-V with the def2-TZVPD basis set).

XYZ file:
```
109
Properties=species:S:1:pos:R:3:forces:R:3
N 0.560 -0.787 4.650 0.84 -0.73 1.83
H 0.498 -1.577 5.350 -0.05 1.21 -1.19
H -0.125 0.697 5.087 -0.55 0.59 0.44
H 0.453 -1.167 3.727 0.16 -0.21 -0.41
H 1.514 -0.402 4.765 -0.65 -0.53 -0.44
N -1.971 2.363 -0.872 -0.05 0.26 0.45
H -2.899 2.813 -0.854 0.56 -0.06 -0.19
H -1.163 -0.553 -1.190 -0.22 -0.03 0.08
H -1.785 2.142 0.106 -0.20 -0.45 0.07
H -1.263 3.073 -1.026 -0.19 0.34 -0.47
N 1.460 2.582 1.177 -0.23 1.95 -0.99
H 1.291 2.753 0.161 0.23 0.09 1.04
H 1.958 3.418 1.561 -0.67 -0.94 -0.60
H 2.116 1.849 1.179 1.01 -1.21 0.19
H -0.191 2.133 1.909 0.66 0.39 0.26
O -0.449 -0.920 -0.646 0.06 -0.15 -0.05
H -0.904 -1.500 -0.022 0.25 -0.17 0.11
O -0.406 1.597 5.450 0.68 0.47 -0.98
C 0.237 2.570 4.619 1.32 0.21 0.82
C -0.613 3.174 3.559 -0.99 0.45 -1.76
O -0.962 2.334 2.456 -1.28 -0.60 0.60
H 1.225 2.236 4.242 -0.59 -0.62 -0.38
H 0.633 3.443 5.171 -0.72 -0.24 0.68
H -0.107 4.040 3.058 -0.22 -0.16 1.06
H -1.593 3.490 4.021 0.97 -0.11 -0.49
C -2.455 5.775 -3.935 -0.49 0.20 -0.22
O -1.234 5.559 -3.214 -0.02 1.42 -0.71
H -2.592 6.795 -4.335 0.52 -0.21 0.20
H -2.515 5.103 -4.796 -0.08 -0.10 0.27
H -3.308 5.649 -3.262 0.06 -0.39 -0.09
H -0.746 6.406 -3.317 -0.12 -1.06 0.40
C -0.864 -6.645 0.432 0.84 -0.90 0.00
O -1.276 -5.458 -0.182 0.78 0.69 -1.65
H -1.757 -7.288 0.569 0.56 0.21 0.11
H -0.088 -7.251 -0.174 -1.09 1.04 0.96
H -0.453 -6.322 1.414 0.00 -0.92 -0.34
H -0.716 -5.170 -0.998 -1.30 -0.54 1.37
C -3.057 0.251 4.218 -1.63 1.69 -0.53
O -3.337 0.918 5.449 1.96 0.55 -0.30
H -3.813 -0.472 4.119 -1.11 -1.12 -0.22
H -3.196 0.967 3.379 0.35 -0.40 0.24
H -2.137 -0.254 4.103 1.37 -0.23 0.36
H -2.534 1.495 5.539 -0.87 -0.58 0.42
C 4.409 -1.137 -3.562 1.00 0.85 -0.69
O 3.836 -0.353 -2.567 -0.67 0.45 0.74
H 4.967 -0.437 -4.193 -0.36 -0.17 -0.36
H 5.189 -1.766 -3.163 0.10 -0.77 0.25
H 3.677 -1.699 -4.132 -0.03 -0.20 -0.16
H 3.390 -0.968 -1.970 -0.15 -0.08 0.34
C -2.997 0.290 -3.562 0.10 -0.38 -0.81
O -2.090 0.114 -2.514 0.58 1.17 1.61
H -2.342 0.479 -4.410 -0.61 0.25 -0.78
H -3.545 -0.656 -3.744 0.28 0.46 0.19
H -3.742 1.098 -3.452 0.43 -0.20 0.27
H -1.838 1.011 -2.072 -0.94 -1.07 -0.47
C 2.282 -3.541 -0.356 1.25 1.78 1.01
O 2.508 -2.515 -1.363 -1.04 -0.67 0.38
H 3.113 -4.232 -0.405 0.09 -0.35 -0.08
H 2.289 -3.074 0.678 -0.22 -0.51 -1.13
H 1.353 -4.022 -0.551 -0.69 -0.54 0.02
H 1.606 -2.383 -1.716 0.68 0.37 -0.23
C -4.710 3.856 1.335 -0.62 -0.58 1.21
O -4.797 3.798 -0.086 -1.15 1.17 0.14
H -5.181 4.751 1.792 0.46 -0.13 -0.58
H -5.292 3.014 1.784 0.66 0.29 -0.25
H -3.664 3.804 1.651 -0.19 -0.09 -0.12
H -5.620 4.310 -0.258 0.95 -0.72 -0.41
C -2.466 -3.101 1.863 0.48 -0.11 0.67
O -1.097 -3.465 1.599 -1.04 -0.58 -0.28
H -3.191 -3.666 1.287 0.07 -0.12 -0.41
H -2.760 -3.238 2.917 0.41 -0.13 -0.12
H -2.588 -2.045 1.672 -0.12 0.43 -0.25
H -1.148 -4.286 1.028 0.17 0.96 0.30
C 6.167 -3.420 1.190 -0.73 0.73 0.09
O 5.771 -2.058 0.976 -1.09 -0.81 1.40
H 6.419 -3.824 0.222 0.61 -0.52 -0.05
H 6.929 -3.473 1.976 0.10 -0.24 -0.43
H 5.272 -3.926 1.523 -0.12 -0.30 0.20
H 6.364 -1.705 0.363 1.26 1.12 -1.40
C 1.406 1.983 -3.525 -1.89 -0.57 -0.93
O 2.377 2.457 -2.680 1.04 0.09 0.99
H 0.857 2.842 -3.932 -0.09 -0.09 0.32
H 1.801 1.487 -4.426 0.10 -0.22 0.31
H 0.664 1.298 -3.005 0.70 0.60 -0.60
H 2.897 1.691 -2.398 0.18 0.06 -0.05
C 4.012 -2.399 3.518 1.60 -0.03 2.37
O 3.490 -1.592 2.537 0.24 0.94 -1.33
H 5.115 -2.670 3.504 -1.14 0.64 -0.50
H 3.870 -1.958 4.540 0.08 0.07 -0.79
H 3.480 -3.311 3.582 -0.62 -1.31 -0.17
H 4.128 -1.482 1.800 -0.28 -0.24 0.61
C -2.147 -4.207 -2.738 -2.58 -1.00 1.70
O -0.821 -4.433 -2.431 0.87 -0.83 -0.52
H -2.623 -5.182 -3.024 0.23 0.90 0.24
H -2.625 -3.827 -1.794 -0.14 -0.44 -0.85
H -2.371 -3.470 -3.491 0.51 0.28 -0.59
H -0.372 -3.674 -2.779 1.21 1.03 -0.34
C -0.276 5.649 0.128 0.69 0.00 -1.69
O -1.051 6.532 -0.650 0.03 1.06 0.48
H -0.919 4.933 0.590 -0.20 -0.66 0.81
H 0.465 5.119 -0.532 -0.43 0.24 0.62
H 0.274 6.264 0.827 0.03 -0.09 0.37
H -1.577 6.056 -1.287 0.00 -0.49 -0.38
C 0.444 -1.534 -4.493 -1.04 -2.26 -0.20
O 0.213 -2.153 -3.217 0.25 0.76 0.37
H 0.788 -2.338 -5.184 -0.45 0.42 0.48
H -0.517 -1.151 -4.834 0.26 0.37 -0.31
H 1.228 -0.839 -4.470 0.86 1.36 0.26
H -0.119 -1.492 -2.562 0.16 -0.42 -0.48
```
Positions in Å, forces in eV/Å.

Summary:
Total energy, Ha: -2096.47191
LUMO energy, eV: 0.5

Results of the Löwdin charge analysis, in e, for atoms 1 through 99:
1. N 0.05
2. H 0.08
3. H 0.01
4. H 0.04
5. H 0.05
6. N 0.09
7. H 0.03
8. H -0.01
9. H 0.03
10. H 0.02
11. N 0.06
12. H 0.04
13. H 0.07
14. H 0.01
15. H 0.00
16. O -0.05
17. H 0.03
18. O -0.12
19. C -0.28
20. C -0.26
21. O -0.14
22. H 0.11
23. H 0.12
24. H 0.11
25. H 0.14
26. C -0.14
27. O -0.15
28. H 0.08
29. H 0.08
30. H 0.07
31. H 0.10
32. C -0.16
33. O -0.21
34. H 0.08
35. H 0.11
36. H 0.08
37. H 0.08
38. C -0.17
39. O -0.13
40. H 0.05
41. H 0.08
42. H 0.04
43. H 0.06
44. C -0.17
45. O -0.13
46. H 0.09
47. H 0.07
48. H 0.07
49. H 0.04
50. C -0.16
51. O -0.22
52. H 0.07
53. H 0.08
54. H 0.08
55. H 0.06
56. C -0.08
57. O -0.15
58. H 0.07
59. H 0.09
60. H 0.05
61. H 0.04
62. C -0.16
63. O -0.15
64. H 0.08
65. H 0.09
66. H 0.07
67. H 0.09
68. C -0.15
69. O -0.17
70. H 0.07
71. H 0.07
72. H 0.06
73. H 0.02
74. C -0.12
75. O -0.12
76. H 0.08
77. H 0.09
78. H 0.07
79. H 0.05
80. C -0.21
81. O -0.11
82. H 0.08
83. H 0.07
84. H 0.09
85. H 0.06
86. C -0.22
87. O -0.13
88. H 0.09
89. H 0.08
90. H 0.06
91. H 0.06
92. C -0.15
93. O -0.14
94. H 0.10
95. H 0.10
96. H 0.07
97. H 0.02
98. C -0.16
99. O -0.13